Entry 1:
{"formula": "C19H40CoNOP3", "method": "wB97M-V/def2-TZVPD", "symbols": ["Co", "P", "P", "P", "H", "C", "C", "H", "C", "C", "C", "C", "C", "C", "C", "C", "C", "H", "H", "H", "H", "H", "H", "H", "H", "H", "H", "H", "H", "H", "H", "H", "H", "H", "H", "H", "H", "H", "H", "H", "H", "H", "H", "H", "H", "H", "C", "C", "C", "C", "C", "C", "O", "H", "H", "H", "H", "H", "H", "C", "C", "N", "H", "H", "H"], "xyz": [[-0.0418, -0.3977, 0.4343], [-2.0438, 0.0847, 0.2417], [-0.5179, -2.7733, -0.4756], [1.0055, 1.0283, 1.7651], [0.9427, -1.2615, -2.1724], [1.6994, -0.6897, -1.6212], [2.7404, -1.2177, -0.9281], [2.8449, -2.2829, -0.7258], [-2.9110, 0.5411, -1.3060], [-3.1793, -1.1790, 0.9249], [-2.4084, 1.5257, 1.3223], [0.9123, -3.8575, -0.8336], [-1.3168, -3.9410, 0.7142], [-1.5631, -2.9480, -1.9661], [2.7607, 0.5377, 1.9160], [0.5186, 0.8648, 3.5339], [1.0992, 2.8501, 1.6261], [1.6900, 0.3985, -1.7584], [3.4950, -0.5351, -0.5249], [-3.1978, 1.6064, -1.2797], [-3.8159, -0.0566, -1.4088], [-2.2882, 0.3335, -2.1794], [-4.0681, -0.6716, 1.3118], [-2.6900, -1.7027, 1.7515], [-3.4780, -1.8912, 0.1460], [-3.4291, 1.8732, 1.1008], [-1.6992, 2.3449, 1.1193], [-2.3562, 1.2151, 2.3780], [0.5498, -4.8894, -0.9461], [1.6241, -3.8351, 0.0026], [1.4127, -3.5579, -1.7600], [-1.2430, -4.9501, 0.2904], [-2.3716, -3.6988, 0.8653], [-0.7826, -3.9144, 1.6726], [-1.4004, -3.9482, -2.3947], [-1.2725, -2.1931, -2.7090], [-2.6217, -2.8192, -1.7069], [3.2090, 1.0563, 2.7685], [3.2919, 0.8255, 1.0017], [2.8406, -0.5448, 2.0643], [1.2309, 1.4530, 4.1298], [0.5661, -0.1846, 3.8532], [-0.4982, 1.2493, 3.6837], [1.7972, 3.2148, 2.3815], [0.1145, 3.2799, 1.8112], [1.4003, 3.1145, 0.6145], [0.4560, 2.9050, -2.2372], [-0.6502, 3.1821, -3.0706], [-0.5192, 4.2238, -4.0059], [0.6821, 4.9325, -4.1323], [1.7603, 4.6417, -3.2958], [1.6394, 3.6526, -2.3290], [0.4222, 2.0026, -1.1795], [-0.0438, 1.1140, -1.2880], [-1.5825, 2.6256, -2.9435], [-1.3763, 4.4867, -4.6385], [0.7730, 5.7202, -4.8882], [2.7287, 5.1438, -3.3868], [2.4139, 3.4483, -1.5933], [1.2536, -3.2190, 3.7374], [0.8806, -2.3740, 2.6463], [0.5522, -1.6346, 1.8038], [2.1315, -2.7856, 4.2502], [1.5151, -4.2269, 3.3705], [0.4123, -3.2953, 4.4518]], "forces_ev_per_angstrom": [[2.912, -2.981, -1.603], [-4.516, 1.597, 0.765], [-0.527, -1.204, -0.026], [1.443, 2.102, 2.047], [0.439, 0.057, 0.259], [0.957, 0.044, 0.316], [-1.024, 0.609, -0.305], [0.164, 0.391, -0.236], [0.318, 0.297, -0.378], [0.167, -0.017, 0.108], [-0.257, 0.022, -0.176], [0.234, 0.083, -0.211], [-0.169, 0.265, -0.111], [0.214, -0.086, -0.097], [0.075, 0.104, -0.308], [-0.256, -0.110, -0.127], [-0.120, -0.345, -0.093], [0.209, -0.670, -0.191], [-0.225, -0.484, -0.193], [0.170, -0.445, -0.045], [-0.023, 0.045, 0.046], [-0.122, 0.084, -0.087], [0.048, -0.071, -0.127], [-0.185, 0.029, -0.108], [0.082, 0.158, 0.281], [0.281, -0.034, 0.252], [-0.313, -0.324, 0.129], [0.022, 0.210, -0.368], [0.103, 0.340, -0.041], [-0.168, -0.045, -0.243], [0.021, -0.135, 0.188], [-0.081, 0.226, 0.154], [0.242, -0.158, 0.100], [-0.304, -0.136, -0.282], [-0.240, 0.312, 0.049], [-0.156, -0.230, 0.063], [0.264, -0.059, -0.164], [-0.035, -0.053, -0.124], [0.019, -0.074, 0.309], [0.104, 0.316, -0.089], [-0.282, -0.124, -0.145], [-0.072, 0.497, -0.013], [0.300, -0.096, 0.113], [-0.015, 0.111, -0.158], [0.067, 0.049, 0.054], [0.160, 0.134, 0.250], [-0.502, -0.555, 0.300], [1.027, -1.355, 1.974], [0.608, 1.658, -1.383], [-0.152, 0.346, -0.313], [-0.010, 1.484, -1.809], [-1.277, -2.068, 1.632], [-0.738, -0.532, -0.504], [0.473, 2.108, -0.722], [0.286, 0.252, -0.134], [0.411, -0.139, 0.196], [-0.067, -0.360, 0.351], [-0.457, 0.039, -0.126], [0.037, 0.091, -0.263], [0.348, -0.655, 0.726], [-0.909, 1.967, -2.037], [1.080, -2.670, 2.981], [-0.347, -0.201, -0.162], [-0.103, 0.363, 0.171], [0.367, 0.027, -0.308]], "total_charge": 3, "homo_lumo_gap_ev": [7.4, 4.4], "homo_energy_ha": [-0.5974, -0.6507], "lumo_ev": [-8.894, -13.281], "s_squared": 6.037, "e_above_lowest_kj_mol": 0.00, "multiplicity": 5, "fmax_ev_per_a": 4.851}

=====

Entry 2:
{"formula": "C19H40N5O2S2Si2Tl", "method": "wB97M-V/def2-TZVPD", "symbols": ["Tl", "N", "C", "S", "N", "N", "C", "C", "C", "C", "C", "C", "C", "O", "H", "H", "H", "H", "H", "H", "H", "N", "C", "C", "N", "H", "H", "H", "H", "H", "H", "H", "H", "C", "S", "C", "O", "H", "H", "H", "H", "H", "H", "C", "Si", "C", "C", "C", "Si", "C", "C", "C", "H", "H", "H", "H", "H", "H", "H", "H", "H", "H", "H", "H", "H", "H", "H", "H", "H", "H", "H"], "xyz": [[0.5385, -0.2457, 0.6240], [4.5732, -2.4553, 1.1516], [3.2512, -2.0754, 1.0638], [2.9072, -0.4567, 1.6046], [2.4348, -2.9492, 0.5803], [1.1129, -2.5384, 0.4440], [0.3655, -3.4572, -0.0751], [-1.0647, -3.4502, -0.2614], [-1.6106, -4.5481, -0.9483], [-2.9646, -4.6937, -1.1286], [-3.8168, -3.7235, -0.5832], [-3.3205, -2.6420, 0.1002], [-1.9258, -2.4464, 0.2733], [-1.4902, -1.3973, 0.8790], [5.1242, -1.9687, 1.8383], [4.7193, -3.4518, 1.0912], [0.8805, -4.3747, -0.3642], [-0.9282, -5.2939, -1.3416], [-3.3646, -5.5427, -1.6645], [-4.8889, -3.8269, -0.6996], [-3.9835, -1.8966, 0.5246], [-0.0651, -0.3783, 3.0549], [0.5639, 0.3556, 4.1646], [0.6769, 1.8579, 3.9398], [1.5954, 2.1807, 2.8539], [-1.0683, -0.2188, 3.0424], [0.0600, -1.3761, 3.1911], [1.5645, -0.0585, 4.3009], [0.0123, 0.1867, 5.0964], [0.9818, 2.2990, 4.8996], [-0.2995, 2.2825, 3.6960], [2.5322, 1.8738, 3.0907], [1.6437, 3.1826, 2.7108], [5.0742, -0.1740, -1.5798], [3.5471, 0.3623, -2.3609], [3.6321, 2.0895, -1.8671], [2.4422, -0.2204, -1.5470], [5.8982, 0.4358, -1.9457], [5.2375, -1.2166, -1.8419], [4.9474, -0.0840, -0.5017], [4.4846, 2.5717, -2.3430], [3.7101, 2.1362, -0.7810], [2.7100, 2.5657, -2.1958], [-2.8734, 0.0160, -2.2840], [-1.0518, 0.4858, -2.2175], [-0.1490, -1.0795, -2.7125], [-0.7216, 1.8093, -3.5239], [-0.5126, 1.2461, -0.5605], [-1.7808, 2.3125, 0.3484], [-3.1382, 3.0044, -0.7631], [-0.9331, 3.8791, 0.9624], [-2.6783, 1.4525, 1.7638], [-2.9736, -0.8025, -2.9990], [-3.5118, 0.8319, -2.6154], [-3.2445, -0.3548, -1.3248], [-0.1924, -1.1694, -3.8005], [-0.6563, -1.9518, -2.2989], [0.8982, -1.1082, -2.4134], [-1.2774, 1.5952, -4.4384], [0.3369, 1.8507, -3.7909], [-1.0166, 2.8014, -3.1798], [0.3153, 1.9292, -0.7876], [-2.7707, 3.3779, -1.7194], [-3.5811, 3.8491, -0.2302], [-3.9326, 2.2874, -0.9599], [-0.5434, 4.4421, 0.1115], [-0.1127, 3.7082, 1.6546], [-1.6638, 4.5158, 1.4655], [-2.6707, 0.3684, 1.6284], [-3.7227, 1.7712, 1.7573], [-2.2718, 1.7129, 2.7422]], "forces_ev_per_angstrom": [[0.176, -0.017, 0.301], [0.077, -0.005, -0.055], [-0.221, -0.128, -0.076], [0.049, 0.184, 0.147], [-0.007, 0.297, -0.079], [-0.085, -0.320, -0.234], [0.013, 0.109, 0.206], [0.065, 0.063, 0.109], [-0.042, -0.022, 0.010], [0.015, 0.004, -0.006], [-0.012, -0.013, 0.003], [-0.005, -0.054, 0.046], [0.059, -0.148, -0.218], [0.017, 0.005, 0.190], [-0.010, -0.032, 0.029], [0.017, -0.003, 0.028], [-0.009, 0.025, 0.006], [-0.001, -0.017, -0.001], [-0.005, -0.006, -0.008], [-0.019, -0.009, -0.013], [0.016, -0.009, -0.018], [-0.153, 0.312, 0.106], [0.014, -0.065, 0.004], [-0.007, -0.029, 0.132], [0.035, -0.041, -0.097], [0.006, -0.076, -0.074], [-0.023, -0.019, -0.108], [0.024, 0.023, -0.011], [0.048, 0.039, -0.006], [-0.059, -0.016, -0.021], [-0.044, -0.049, -0.010], [0.024, -0.048, -0.045], [-0.021, -0.040, 0.007], [-0.042, 0.041, -0.004], [0.065, 0.094, 0.067], [0.059, -0.021, 0.054], [0.130, 0.059, -0.030], [0.049, 0.016, -0.019], [-0.053, -0.016, -0.007], [0.004, 0.042, 0.017], [0.023, 0.003, -0.023], [-0.007, -0.025, 0.024], [-0.016, -0.038, -0.024], [0.065, 0.061, 0.155], [-0.022, -0.033, -0.078], [0.006, -0.025, 0.060], [0.014, -0.057, 0.059], [0.079, 0.024, -0.038], [0.022, 0.059, 0.047], [0.084, -0.098, -0.040], [-0.025, -0.043, 0.042], [-0.078, -0.007, -0.141], [-0.031, -0.033, -0.038], [-0.056, 0.074, -0.006], [0.038, 0.044, -0.038], [-0.057, -0.002, -0.086], [-0.063, -0.034, 0.008], [-0.200, -0.002, -0.106], [-0.024, -0.026, -0.039], [0.056, -0.014, 0.039], [-0.029, 0.047, 0.004], [-0.035, 0.035, -0.147], [0.017, 0.004, -0.038], [-0.028, 0.029, 0.020], [-0.023, -0.058, -0.021], [0.032, 0.027, -0.032], [0.067, -0.105, 0.000], [-0.044, 0.028, 0.010], [0.067, 0.032, 0.030], [-0.028, 0.071, 0.041], [0.054, -0.047, 0.036]], "homo_lumo_gap_ev": 7.3, "homo_energy_ha": -0.2573, "lumo_ev": 0.305, "e_above_lowest_kj_mol": 2.47, "fmax_ev_per_a": 0.406}

=====

Entry 3:
{"formula": "C19H40NO4P2", "method": "wB97M-V/def2-TZVPD", "symbols": ["C", "C", "C", "O", "O", "C", "C", "C", "C", "C", "C", "P", "P", "C", "O", "H", "H", "H", "H", "H", "H", "H", "H", "H", "H", "H", "H", "H", "H", "H", "H", "H", "H", "H", "H", "H", "H", "C", "C", "C", "C", "C", "C", "N", "O", "C", "C", "C", "H", "H", "H", "H", "H", "H", "H", "H", "H", "H", "H", "H", "H", "H", "H", "H", "H", "H"], "xyz": [[-0.6711, -1.0089, -0.0137], [-0.3027, -1.1583, 1.3666], [0.8579, -2.1400, 1.8019], [1.0689, -3.1315, 1.0654], [1.6843, -1.9067, 2.9521], [2.9954, -1.5869, 2.3884], [3.9417, -0.8151, 3.4548], [4.8335, 0.1966, 2.5965], [6.2412, 0.5827, 3.2559], [6.5350, 2.1530, 3.3514], [7.1473, 2.8279, 2.0292], [6.9585, 1.8241, 0.4271], [6.5882, 0.6680, -1.4559], [7.8038, -0.7700, -1.6102], [6.8857, 1.6984, -2.8228], [-0.6028, 0.0153, -0.5247], [-1.0560, -1.8657, -0.6471], [-0.8172, -0.5470, 2.1790], [2.8003, -0.8283, 1.5455], [3.5207, -2.4680, 1.8998], [3.2099, -0.1816, 4.0762], [4.5256, -1.5619, 4.0763], [5.0728, -0.3334, 1.6032], [4.1885, 1.1020, 2.3367], [6.1999, 0.1989, 4.3421], [7.1039, -0.0097, 2.7795], [5.5956, 2.6651, 3.7524], [7.3260, 2.2781, 4.1792], [8.2346, 3.1410, 2.1796], [6.5653, 3.8108, 1.8635], [7.5783, 2.8734, -0.3727], [5.5325, 1.8911, 0.5538], [7.8186, 0.7736, 0.8930], [8.8773, -0.4550, -1.8791], [7.7872, -1.4231, -0.6665], [7.4515, -1.4130, -2.4972], [6.3911, 1.3129, -3.5802], [-6.7453, -0.3415, 0.4460], [-5.5829, 0.1665, -0.4550], [-5.9669, 1.4988, -1.1433], [-6.9084, 1.3441, -2.3284], [-6.3615, 0.3199, -3.3129], [-6.0698, -1.0383, -2.6474], [-5.2100, -0.9081, -1.4291], [-3.9394, -0.6740, -1.8526], [-7.4153, -1.7147, -2.2936], [-5.4494, -1.9850, -3.7037], [-4.4499, 0.5029, 0.5479], [-7.0339, -1.3702, 0.2252], [-6.4676, -0.3613, 1.5028], [-7.6380, 0.2837, 0.3596], [-5.0586, 1.9983, -1.5015], [-6.4162, 2.1811, -0.4140], [-7.9090, 1.0604, -1.9867], [-7.0212, 2.3089, -2.8325], [-7.0749, 0.1934, -4.1339], [-5.4470, 0.7197, -3.7680], [-7.2530, -2.6668, -1.7774], [-7.9893, -1.9323, -3.1989], [-8.0639, -1.0964, -1.6726], [-4.5431, -1.5747, -4.1546], [-6.1496, -2.1606, -4.5247], [-5.2091, -2.9560, -3.2656], [-4.0839, -0.3956, 1.0519], [-4.8117, 1.1923, 1.3163], [-3.6024, 0.9967, 0.0676]], "forces_ev_per_angstrom": [[0.449, -0.148, 1.794], [0.338, 0.356, -0.444], [-1.492, -3.609, -2.036], [-0.073, 3.110, 2.382], [-0.904, 0.359, -2.488], [1.234, 1.562, -0.355], [-1.426, 0.197, -1.030], [0.560, -0.874, -0.538], [-0.387, -0.175, 1.168], [0.943, -0.516, 0.608], [-0.620, 1.161, 0.905], [0.937, 1.708, 0.211], [-1.057, -1.380, -1.926], [0.905, -0.264, -0.749], [0.004, -1.139, 0.701], [-1.520, -1.286, 1.277], [1.956, 0.753, 0.455], [1.788, 0.279, -1.304], [0.372, -1.030, 1.093], [-0.835, 0.821, 0.880], [1.280, -1.150, -0.492], [-0.642, 1.099, -0.668], [-0.472, 0.807, 1.213], [0.973, -1.096, 0.424], [0.098, 0.600, -1.537], [-1.310, 1.001, 0.607], [1.210, -0.603, -0.809], [-1.221, -0.148, -1.149], [-1.292, -0.567, -0.137], [0.902, -1.334, 0.012], [-0.213, -0.265, 0.472], [0.275, -0.169, -0.133], [-0.205, 0.022, -0.045], [-1.420, -0.425, 0.653], [0.017, 1.021, -1.322], [0.399, 0.872, 1.435], [0.387, 0.463, 0.855], [-0.355, -0.326, -0.042], [-0.745, 0.368, 1.855], [0.113, -0.013, -0.451], [-0.084, 0.010, 0.023], [0.202, 0.324, 0.178], [-1.488, -1.180, -0.957], [3.108, 2.325, -1.950], [-2.025, -0.954, 1.051], [-0.185, 0.076, 0.331], [0.602, 0.255, 0.272], [0.521, -0.255, -0.611], [0.047, 0.131, -0.125], [0.101, 0.202, -0.146], [0.032, -0.075, -0.053], [0.061, -0.204, 0.065], [0.123, -0.247, 0.140], [0.038, -0.039, -0.026], [-0.019, -0.056, 0.065], [0.083, -0.268, 0.103], [0.048, -0.155, 0.142], [0.042, 0.143, -0.033], [0.249, 0.085, -0.021], [0.095, -0.047, 0.036], [-0.026, -0.014, 0.240], [-0.150, 0.154, 0.250], [0.038, 0.071, 0.043], [-0.044, 0.015, -0.094], [-0.273, -0.144, -0.190], [-0.046, -0.198, -0.082]], "homo_lumo_gap_ev": [6.8, 6.8], "homo_energy_ha": [-0.2670, -0.2670], "lumo_ev": [-0.445, -0.469], "s_squared": 0.754, "multiplicity": 2, "fmax_ev_per_a": 4.404}

=====

Computed DFT total energy (eV) in order:
-89353.5281; -74018.1553; -48599.8778